# 1
Below is a 2-piece molecular cluster, C4H9O2 overall in a non-equilibrium geometry, with properties calculated with ωB97M-V/def2-TZVPD.

Values from the calculation:
- HOMO: -3.81 eV
- Frontier orbital gap: 7.801 eV
- Total charge: -1

Last column: Mulliken charge in e.
Geometry (Å):
C1 0.22089 -1.94064 -1.49397  -0.87
C2 -1.18513 -1.59164 -0.99230  0.61
O1 -1.65374 -0.47711 -1.34483  -0.76
O2 -1.72198 -2.40507 -0.21073  -0.74
H1 0.89393 -1.96035 -0.63275  0.19
H2 0.65160 -1.18115 -2.14372  0.28
H3 0.16561 -2.94296 -1.91687  0.30
C3 -0.18859 1.61084 0.53032  -0.51
C4 0.79551 1.41937 1.67709  -0.93
H4 -1.00422 2.30172 0.78015  0.30
H5 0.25018 2.29061 -0.22028  0.26
H6 -0.52409 0.69991 0.04084  0.00
H7 0.76333 0.40796 2.07741  0.31
H8 0.71780 2.13465 2.49992  0.31
H9 1.81890 1.63384 1.34972  0.23


# 2
Below is C24H21INO6PPdS2 as an isolated structure in a non-equilibrium geometry, with properties calculated with ωB97M-V/def2-TZVPD.

Values from the calculation:
- HOMO (spin up / spin down): -8.21 / -8.21 eV
- Frontier orbital gap (spin up / spin down): 5.925 / 5.926 eV

Last column: Mulliken charge in e.
Geometry (Å):
Pd1 0.93571 0.40397 1.10275  0.44
O1 -0.45874 0.54372 4.81824  -0.74
S1 -0.04160 0.34029 3.46154  1.79
O2 1.44698 0.42532 3.29933  -0.64
O3 -0.71151 1.18741 2.47925  -0.55
C1 -0.32266 -1.37157 2.99472  0.05
C2 -0.26954 -2.24247 4.07262  -0.93
C3 -0.29912 -3.61126 3.88280  -0.58
C4 -0.34469 -4.10753 2.58934  -0.73
C5 -0.41788 -3.23378 1.51864  -1.29
C6 -0.40936 -1.84714 1.68723  0.97
S2 -0.93815 -1.14969 0.01529  1.30
O4 -0.07979 -1.92024 -0.87225  -0.52
O5 -2.33022 -1.49518 0.01028  -0.71
O6 -0.70092 0.29108 -0.23334  -0.58
H1 -0.21250 -1.79891 5.05520  0.54
H2 -0.29707 -4.27677 4.73068  0.42
H3 -0.34190 -5.17431 2.41624  0.52
H4 -0.50979 -3.60927 0.51239  0.56
I1 2.93944 -4.94480 0.87736  0.15
C7 2.69663 -3.14780 -0.17697  -0.59
C8 2.60452 -3.15988 -1.55935  -0.06
C9 2.40379 -1.95361 -2.20565  -1.21
C10 2.28770 -0.80155 -1.45081  0.28
N1 2.44417 -0.79024 -0.12933  -0.20
C11 2.64335 -1.94872 0.50777  -0.24
H5 2.68677 -4.08252 -2.11431  0.44
H6 2.31229 -1.91586 -3.27686  0.39
H7 2.06311 0.14991 -1.91057  0.52
H8 2.79030 -1.89267 1.58563  0.61
C12 3.80097 2.21273 2.75517  -1.66
P1 2.44401 2.23953 1.51793  1.70
C13 3.13113 3.31241 0.19470  0.39
C14 3.60010 2.74513 -0.98365  -0.47
C15 4.11861 3.54402 -1.98727  -0.62
C16 4.18041 4.91717 -1.81701  -0.51
C17 3.70953 5.48776 -0.64496  -0.73
C18 3.18310 4.69318 0.35805  -0.26
C19 1.13404 3.31465 2.16084  0.37
C20 0.11723 3.62876 1.25287  -0.33
C21 -0.94575 4.40970 1.65771  -0.77
C22 -1.02235 4.85456 2.97002  -0.48
C23 -0.04457 4.49549 3.88074  -0.73
C24 1.03626 3.72736 3.48116  -0.47
H9 3.85470 3.17745 3.25411  0.46
H10 4.74577 1.99994 2.25899  0.45
H11 3.58214 1.42963 3.47552  0.43
H12 3.55102 1.67168 -1.10054  0.33
H13 4.47059 3.10168 -2.90636  0.43
H14 4.59417 5.54260 -2.59522  0.39
H15 3.75159 6.55956 -0.51634  0.41
H16 2.80829 5.14149 1.26903  0.39
H17 0.16300 3.22802 0.24076  0.30
H18 -1.72899 4.65732 0.95959  0.43
H19 -1.85831 5.46026 3.28732  0.40
H20 -0.12364 4.80045 4.91363  0.41
H21 1.78046 3.42531 4.20235  0.33


# 3
Below is C5H13N2 in the gas phase in a non-equilibrium geometry, with properties calculated with ωB97M-V/def2-TZVPD.

Values from the calculation:
- HOMO (spin up / spin down): -4.29 / -8.75 eV
- Spin multiplicity: 2
- <S²>: 0.753
- Frontier orbital gap (spin up / spin down): 5.373 / 9.810 eV

Last column: Mulliken charge in e.
Geometry (Å):
C1 2.45650 0.17411 1.43760  -1.18
C2 1.59030 -1.03682 1.27745  -0.24
C3 -0.03351 -0.79596 1.45898  -0.93
C4 -0.67048 0.15481 0.49040  -0.62
N1 -0.39557 -0.14969 -0.89428  -0.04
C5 -1.03375 0.29754 -1.99759  -0.34
N2 -2.05625 1.23839 -1.98954  -0.39
H1 2.63246 0.82908 0.57644  0.31
H2 3.41796 -0.28500 1.68865  0.37
H3 2.37424 0.82340 2.32241  0.31
H4 1.64950 -1.68941 2.15776  0.27
H5 1.70355 -1.57228 0.33514  0.28
H6 -0.41264 -1.82408 1.18580  0.31
H7 -0.33513 -0.61653 2.51954  0.38
H8 -0.38521 1.21302 0.66162  0.34
H9 -1.75418 0.26274 0.69230  0.38
H10 0.08752 -1.01964 -1.05214  0.17
H11 -1.00373 -0.20323 -2.98174  0.27
H12 -2.14744 1.94361 -1.28149  0.16
H13 -2.39577 1.45971 -2.91405  0.20


# 4
Below is C23H24BaN2O4 as an isolated structure in a non-equilibrium geometry, with properties calculated with ωB97M-V/def2-TZVPD.

Values from the calculation:
- HOMO: -1.34 eV
- Frontier orbital gap: 5.929 eV
- Total charge: -2

Last column: Mulliken charge in e.
Geometry (Å):
Ba1 -0.75850 0.16163 -0.98233  1.54
O1 1.60865 1.16598 4.73848  -0.73
C1 2.19708 1.91721 3.78936  0.39
C2 3.37368 2.60657 4.10162  -0.70
C3 3.98384 3.41680 3.15396  -0.21
C4 3.44032 3.54762 1.87427  -0.76
C5 2.28289 2.84344 1.56098  -0.51
C6 1.64947 2.02745 2.49916  0.17
C7 0.42804 1.26747 2.08849  0.61
O2 0.13372 1.21776 0.83997  -0.56
N1 -0.20268 0.66123 3.06437  -0.39
N2 -1.28713 -0.21931 2.72638  -0.72
C8 -2.22182 0.26268 2.00434  -0.68
C9 -3.44828 -0.50799 1.63261  0.80
C10 -4.09808 -1.34546 2.53563  -0.30
C11 -5.28741 -1.99062 2.21339  -0.61
C12 -5.83084 -1.77017 0.93631  -0.29
C13 -5.19950 -0.95781 0.01256  -0.79
C14 -3.95884 -0.31778 0.30913  0.11
O3 -3.30299 0.37246 -0.56331  -0.95
H1 0.75558 0.81948 4.31742  0.50
H2 3.78509 2.49053 5.09800  0.39
H3 4.89396 3.94865 3.41493  0.32
H4 3.91722 4.16941 1.12639  0.43
H5 1.86425 2.88645 0.55899  0.54
H6 -2.17578 1.28071 1.62536  0.57
H7 -3.64852 -1.46933 3.51634  0.36
H8 -5.78642 -2.63272 2.92848  0.35
H9 -6.76423 -2.25236 0.66103  0.33
H10 -5.60908 -0.80838 -0.98047  0.37
C15 0.16012 2.42842 -3.05141  -0.99
C16 0.81904 1.27941 -3.51799  -0.27
C17 2.21642 1.45337 -3.30918  -0.53
C18 2.41383 2.72694 -2.70882  -0.69
C19 1.14107 3.33537 -2.56042  -0.47
H11 -0.89104 2.65510 -3.20184  0.46
H12 0.34848 0.44083 -4.02638  0.42
H13 2.98705 0.72228 -3.52524  0.41
H14 3.35947 3.13806 -2.37801  0.45
H15 0.94286 4.30334 -2.11371  0.42
C20 0.02571 -4.12327 -1.38245  -1.72
C21 0.60905 -2.90386 -2.08193  1.92
C22 2.04669 -2.68677 -1.61081  -1.51
C23 0.61189 -3.13293 -3.58905  -1.62
O4 -0.15765 -1.76327 -1.77915  -0.89
H16 0.62137 -5.02930 -1.55290  0.36
H17 -0.99435 -4.30158 -1.74189  0.37
H18 -0.02634 -3.93643 -0.30451  0.35
H19 2.67867 -3.56848 -1.78286  0.38
H20 2.05796 -2.46178 -0.53748  0.34
H21 2.48699 -1.82896 -2.13416  0.23
H22 1.14274 -4.05413 -3.87057  0.38
H23 1.08968 -2.28411 -4.09503  0.31
H24 -0.42340 -3.19987 -3.94604  0.35